(1)
75
Properties=species:S:1:pos:R:3:forces:R:3:mulliken_charge:R:1 method="wB97M-V/def2-TZVPD" total_energy_ha=-4862.43584 total_charge=+1 homo_ha=-0.3897 spin_multiplicity=1
In -0.36191 -0.36064 0.87738 -0.19 -0.21 0.26 2.029
O 2.44503 0.20268 4.01823 -0.13 -0.06 -0.14 -0.282
C 1.70281 0.76802 5.02701 -0.06 0.17 0.21 0.911
C 2.31112 1.08365 6.23575 0.08 -0.09 -0.10 -0.839
C 1.59714 1.69027 7.25508 -0.07 0.01 -0.01 -0.591
C 0.25634 1.98595 7.07587 -0.05 0.07 0.08 -0.827
C -0.34846 1.67477 5.86924 0.03 -0.14 -0.02 -0.603
C 0.35016 1.06373 4.83492 -0.02 -0.03 -0.24 -0.149
C -0.36610 0.83269 3.51614 -0.02 0.19 0.25 0.441
O -0.03519 -0.34032 2.90751 0.07 0.01 -0.28 -0.914
N -0.02291 2.02580 2.66904 0.38 0.01 0.32 -0.502
N -0.11487 1.89158 1.33697 -0.34 -0.13 -0.39 0.198
C -0.34942 2.88058 0.56073 0.07 0.01 0.53 -0.384
C -0.29018 2.82125 -0.88296 -0.07 -0.21 -0.22 0.418
Br 0.41015 1.17294 -1.56202 0.07 0.42 -0.26 -0.059
C -0.66361 3.86444 -1.63586 0.08 -0.14 0.21 -0.552
C -0.64822 4.16131 -3.05819 0.02 0.09 -0.32 1.078
C -0.95620 5.48094 -3.42052 0.03 -0.12 0.09 -0.589
C -0.89539 5.89431 -4.73748 -0.01 0.03 -0.05 -0.640
C -0.52955 4.99493 -5.72848 -0.01 0.02 0.01 -0.389
C -0.25174 3.67757 -5.39259 -0.01 0.00 -0.03 -0.824
C -0.31579 3.25927 -4.07549 -0.03 -0.04 0.06 -0.240
H 3.29891 -0.05859 4.37801 0.05 0.06 0.03 0.254
H 3.36452 0.85850 6.36916 -0.01 0.00 0.02 0.352
H 2.09257 1.93688 8.18423 0.01 -0.03 0.01 0.398
H -0.31711 2.45147 7.86582 0.03 0.01 0.00 0.412
H -1.40028 1.89497 5.72064 0.01 0.00 0.02 0.381
H -1.45577 0.88806 3.70911 0.08 -0.03 0.02 0.313
H -0.34695 2.90092 3.06611 -0.04 0.08 -0.13 0.399
H -0.57956 3.85535 0.98987 0.05 0.04 -0.04 0.432
H -1.01765 4.69989 -1.03635 0.01 -0.02 0.04 0.228
H -1.24091 6.18908 -2.65150 0.02 0.00 0.01 0.344
H -1.13202 6.91905 -4.99035 0.01 -0.01 -0.01 0.382
H -0.46748 5.31780 -6.75919 -0.02 -0.01 0.00 0.392
H 0.01872 2.96910 -6.16443 -0.02 0.00 0.00 0.395
H -0.11719 2.22402 -3.84774 0.02 0.05 -0.04 0.227
N -2.15985 -1.91956 1.67807 0.14 0.20 -0.02 -0.561
N -3.08550 -1.79824 0.63938 -0.03 -0.14 -0.14 -0.072
C -3.17010 -0.60596 -0.09072 -0.28 0.11 -0.25 0.300
O -4.10722 -0.46536 -0.85139 0.24 -0.03 0.14 -0.688
O -2.20328 0.25116 0.09545 0.08 -0.11 0.01 -0.475
H -1.82799 -2.87287 1.75030 0.04 -0.07 -0.06 0.200
H -2.53869 -1.62765 2.57360 0.06 0.03 0.09 0.266
H -3.93914 -2.33234 0.67370 -0.06 0.02 0.07 0.249
C 2.98819 0.64908 0.89241 0.14 0.10 -0.04 -0.725
O 2.04962 -0.40207 1.14669 -0.20 -0.11 0.21 -0.367
H 3.98342 0.34692 1.22080 -0.03 -0.02 0.01 0.362
H 2.70444 1.56791 1.40790 -0.05 -0.04 0.00 0.222
H 3.01140 0.83111 -0.17844 -0.02 -0.03 -0.01 0.297
H 1.93713 -0.45809 2.12016 0.03 0.07 -0.05 0.268
C 3.08299 -3.35526 -2.77277 -0.21 0.09 0.08 -1.396
C 2.42069 -2.65913 -1.60205 0.31 -0.10 -0.04 0.098
O 1.04156 -2.41464 -1.96362 -0.05 0.22 0.19 -0.143
P -0.14433 -2.24530 -0.91112 -0.03 -0.48 -0.15 0.060
O -0.29143 -3.61366 -0.11658 0.03 0.29 -0.12 -0.112
C -0.55233 -4.86334 -0.81863 -0.03 -0.32 -0.02 -0.097
C -0.48593 -5.98891 0.18722 0.03 0.20 -0.04 -1.332
O -1.36878 -2.25326 -1.89164 -0.06 0.10 0.10 -0.139
C -1.53723 -1.47088 -3.10755 -0.14 -0.04 -0.32 0.063
C -2.13586 -2.37764 -4.16000 0.08 0.02 0.21 -1.521
H 4.10755 -3.62456 -2.52001 0.01 0.03 0.00 0.417
H 3.08894 -2.69990 -3.64268 0.05 -0.03 -0.03 0.317
H 2.53568 -4.26226 -3.02882 0.05 -0.03 0.00 0.324
H 2.90159 -1.70237 -1.39400 -0.06 0.00 0.08 0.070
H 2.46088 -3.27831 -0.70349 -0.06 0.04 0.02 0.377
H 0.19381 -4.99059 -1.60466 0.03 0.06 0.02 0.256
H -1.53419 -4.79737 -1.28548 0.00 0.07 0.02 0.231
H 0.48465 -6.00219 0.68206 0.00 -0.05 -0.01 0.313
H -0.63329 -6.93782 -0.32691 -0.01 -0.02 0.03 0.406
H -1.26149 -5.87694 0.94461 -0.01 -0.03 -0.01 0.322
H -0.56962 -1.08365 -3.42907 0.00 -0.03 0.07 0.268
H -2.21124 -0.64861 -2.87580 0.03 0.04 0.16 0.254
H -1.47168 -3.21938 -4.35844 -0.02 0.01 -0.06 0.317
H -2.28633 -1.81655 -5.08194 0.00 -0.01 -0.01 0.431
H -3.10007 -2.75371 -3.82020 -0.01 -0.01 -0.03 0.334

(2)
84
Properties=species:S:1:pos:R:3:forces:R:3:mulliken_charge:R:1 method="wB97M-V/def2-TZVPD" total_energy_ha=-5051.60791 total_charge=0 homo_ha=-0.3922 spin_multiplicity=1 smiles="O=C1OCCO1.O=C1OCCO1.O=C1OCCO1.O=C1OCCO1.O=C1OCCO1.O=C1OCCO1.ClCCCl.ClCCCl.ClCCCl"
C 1.66325 -0.44548 0.31925 -0.06 -0.99 -0.07 0.336
C 0.42157 -1.12316 -0.23203 -0.60 -0.06 0.69 0.214
O -0.39608 0.00187 -0.59900 0.03 0.24 -0.80 -0.386
C 0.00414 1.07889 0.06036 0.53 -0.53 0.40 0.401
O -0.61350 2.08596 0.16843 -0.37 0.84 -0.07 -0.420
O 1.20010 0.85958 0.64607 0.09 0.45 -0.36 -0.065
H 2.43255 -0.48342 -0.45476 0.27 0.62 0.34 -0.139
H 1.96595 -0.89597 1.26115 0.34 -0.08 -0.26 -0.185
H -0.15724 -1.59138 0.56852 0.58 -0.50 -0.62 0.183
H 0.55472 -1.75575 -1.10108 0.15 -0.02 0.06 0.250
C 2.19427 -3.46457 2.51316 0.49 0.16 0.87 0.763
C 3.69368 -3.16953 2.77449 -0.50 -0.67 0.46 -0.252
O 4.30527 -3.89489 1.72907 1.23 0.55 -0.43 -0.342
C 3.44350 -4.12525 0.72603 0.23 -0.98 0.86 0.713
O 3.74489 -4.51966 -0.34814 -0.08 0.15 -0.55 -0.522
O 2.19712 -4.03105 1.20951 -0.91 0.84 -0.80 -0.353
H 1.63507 -2.53231 2.59681 -0.06 -0.64 -0.46 -0.533
H 1.74759 -4.21881 3.16114 0.19 0.10 0.23 0.330
H 4.09726 -3.56801 3.70489 -0.27 0.01 0.06 0.339
H 3.93676 -2.10542 2.74128 -0.03 -0.04 -0.32 0.099
C -3.03558 -0.76047 -2.46016 -0.18 -0.45 1.44 0.017
C -2.81950 -1.28621 -1.02479 -0.23 0.25 -0.54 0.754
O -4.14374 -1.62912 -0.58752 -0.12 -0.33 -0.36 -0.403
C -4.82189 -2.00194 -1.71036 -0.20 1.58 0.19 0.539
O -5.89965 -2.48709 -1.75356 -0.12 -0.68 0.27 -0.569
O -4.16566 -1.55349 -2.79486 -0.11 -0.43 -1.21 -0.377
H -2.17824 -0.99898 -3.08457 -0.18 0.02 -0.22 0.306
H -3.33259 0.28861 -2.52305 0.22 0.00 0.08 0.051
H -2.36773 -0.56676 -0.35227 -0.23 -0.36 0.01 -0.254
H -2.30617 -2.24405 -1.13180 0.56 0.31 0.40 -0.189
C 1.05648 4.69144 -2.49372 0.25 -1.09 -0.16 -0.389
C 1.23496 4.36055 -1.02800 0.08 -1.05 -0.86 0.297
O 2.17030 5.36582 -0.65996 -0.92 0.65 0.79 -0.332
C 1.77019 6.48906 -1.33586 0.96 -1.13 -1.21 0.579
O 2.07387 7.59705 -1.10609 0.04 0.92 0.67 -0.491
O 1.13016 6.10683 -2.47807 -0.63 0.06 -0.04 -0.343
H 0.16561 4.26544 -2.95376 -0.41 0.66 0.21 0.330
H 1.86995 4.24791 -3.07686 0.28 0.44 0.02 0.278
H 1.67116 3.37288 -0.89883 0.17 0.09 0.20 0.015
H 0.27938 4.36939 -0.50278 0.20 0.46 0.39 0.032
C -4.56136 4.20767 -1.21731 1.48 0.45 0.81 -0.355
C -3.34813 3.27617 -0.98997 -1.08 -0.11 -1.49 -0.059
O -3.93032 2.15192 -0.34589 0.51 -0.01 0.17 -0.165
C -5.13775 2.48938 0.14193 -0.13 0.02 0.11 0.517
O -5.73377 1.82713 0.92141 -0.35 -0.14 0.17 -0.517
O -5.56146 3.67090 -0.36483 -0.01 0.03 -0.12 -0.367
H -4.84840 4.28415 -2.26209 -0.43 -0.21 0.10 0.292
H -4.20546 5.17461 -0.85766 -0.79 0.28 -0.08 0.311
H -2.55528 3.72924 -0.40508 0.08 -0.25 0.05 0.084
H -3.05554 2.96962 -1.99412 0.80 -0.17 0.31 0.244
C -2.78249 -0.40102 3.57666 0.59 -1.36 0.59 -0.522
C -2.79037 -1.35667 2.38855 -1.81 1.65 0.19 0.015
O -1.43198 -1.26572 1.97862 -0.36 -0.20 -0.53 -0.209
C -0.66963 -0.95199 3.04124 -0.69 -1.33 1.49 0.347
O 0.50552 -1.13565 3.09515 0.23 1.02 -0.21 -0.596
O -1.44269 -0.64609 4.09798 0.13 0.74 -0.55 -0.415
H -3.46446 -0.70060 4.36548 -0.19 0.37 -0.05 0.367
H -2.84663 0.64016 3.27786 -0.23 0.08 0.05 0.231
H -3.50891 -0.93555 1.68325 0.59 0.00 -0.60 0.125
H -3.19090 -2.35420 2.56414 0.87 -0.30 0.35 0.247
Cl 5.82848 -1.05681 0.82465 0.04 0.18 0.00 -0.169
C 5.69544 -0.20497 -0.73788 -0.11 0.21 -0.48 -0.183
C 6.57029 -0.86551 -1.78363 0.17 -0.48 0.62 -0.484
Cl 5.99255 -2.54707 -2.01932 0.36 0.17 -0.09 -0.144
H 6.03244 0.81954 -0.59091 -0.17 0.04 0.09 0.383
H 4.64561 -0.24516 -1.01405 0.01 0.17 -0.05 -0.011
H 7.57628 -0.82321 -1.36257 0.10 -0.59 -0.26 0.311
H 6.61208 -0.42118 -2.77310 -0.41 0.41 0.14 0.342
Cl -2.79863 -3.69107 -5.06886 -0.02 -0.06 0.18 -0.146
C -2.13722 -5.14290 -4.28759 1.01 -0.78 -0.61 -0.524
C -1.88060 -4.98291 -2.80861 -1.60 0.31 0.30 -0.319
Cl -0.64962 -3.76148 -2.50433 0.64 0.09 0.06 -0.157
H -1.19397 -5.38219 -4.78265 0.09 0.33 0.00 0.303
H -2.75471 -5.99488 -4.56574 -0.46 0.15 0.52 0.354
H -1.65999 -5.89399 -2.25778 0.45 -0.16 -0.45 0.450
H -2.78396 -4.60100 -2.32730 -0.05 0.03 -0.10 0.098
Cl 1.37132 1.72268 5.34133 0.13 -0.17 0.69 -0.176
C 1.22579 2.67943 3.89300 -0.33 -0.01 -1.52 -0.144
C 2.35674 2.45937 2.91361 0.81 -0.24 0.26 0.519
Cl 3.89707 3.10794 3.60641 -0.24 0.12 -0.34 -0.217
H 1.13137 3.74549 4.08940 0.06 -0.09 0.38 0.462
H 0.31052 2.35297 3.39284 -0.03 0.07 0.03 -0.041
H 2.15216 2.90370 1.94251 0.04 0.46 0.20 -0.202
H 2.59835 1.42121 2.69696 -0.39 -0.10 0.35 -0.161